# 1
# C49H54N7O3P2RhS

C49H54N7O3P2RhS as an isolated structure (ωB97M-V with the def2-TZVPD basis set, the OMol25 dataset).

```
117
Properties=species:S:1:pos:R:3:forces:R:3
Rh -1.02001 -0.74961 0.15114 -0.4039 -0.3943 0.9421
N 2.21007 -8.46827 1.43408 0.0939 0.0251 -0.0068
C 1.39441 -7.38359 1.33292 -0.0438 0.0045 -0.0037
C 0.94419 -6.71871 2.48679 -0.0012 -0.0017 0.0153
C 0.11927 -5.62253 2.39105 -0.0339 0.0206 0.0285
C -0.25980 -5.14835 1.13589 0.0591 -0.0526 -0.1263
C 0.17593 -5.79519 -0.01755 -0.0054 -0.0479 0.0348
C 0.99494 -6.90036 0.07792 -0.0270 0.0205 0.0216
S -1.35677 -3.80876 0.98001 -0.0775 -0.0054 0.0429
O -2.48393 -3.99661 1.85230 0.0541 0.0546 -0.0100
O -1.59935 -3.58123 -0.42943 0.0626 0.0102 -0.0165
N -0.57626 -2.41726 1.41308 0.1517 0.1592 -0.4012
C -0.63518 -1.88276 2.66426 -0.0400 0.0212 0.0306
N -0.67864 -2.61636 3.77663 0.0917 -0.0039 -0.0575
C -0.71904 -1.95280 4.92051 -0.0094 -0.0009 0.0107
C -0.71345 -0.56204 4.99272 -0.0091 -0.0019 -0.0042
C -0.68528 0.10685 3.78906 -0.0917 -0.0699 0.0193
N -0.65289 -0.53200 2.62023 0.1816 0.0936 0.0478
H 2.39377 -8.88295 2.32904 -0.0321 -0.0107 0.0031
H 2.41627 -9.02421 0.62480 -0.0259 -0.0140 -0.0003
H 1.23530 -7.09052 3.46127 -0.0011 0.0034 -0.0005
H -0.24201 -5.13245 3.28455 -0.0184 0.0320 0.0129
H -0.14217 -5.43511 -0.98610 -0.0231 -0.0162 0.0241
H 1.31728 -7.41148 -0.82086 0.0034 -0.0092 -0.0032
H -0.76200 -2.55258 5.82292 0.0115 -0.0098 -0.0086
H -0.74679 -0.04133 5.93735 -0.0097 0.0035 -0.0023
H -0.73052 1.19186 3.76276 0.0108 0.0051 -0.0050
O -1.97884 -0.65346 -2.50488 0.0295 -0.0954 0.0786
C -1.96611 -1.74338 -3.46140 -0.0380 0.1116 0.1500
C -0.98161 -1.45759 -4.58286 -0.0352 0.0162 0.0529
C 0.40669 -1.09756 -4.05323 0.1070 0.0654 0.0164
C 1.08036 -2.20065 -3.28517 0.0751 -0.1628 0.0073
C 1.83849 -3.13259 -3.98937 0.0360 0.0521 -0.0586
C 2.51804 -4.12485 -3.31063 -0.0034 0.0048 0.0314
C 2.41404 -4.16011 -1.92946 0.0238 -0.0719 -0.0290
C 1.60741 -3.22803 -1.30807 -0.2240 0.2669 0.0521
N 0.93643 -2.26527 -1.95382 0.0485 0.2732 -0.1082
H -1.12644 -0.69842 -2.04392 0.2661 -0.0674 -0.5419
H -2.98371 -1.80233 -3.84213 -0.0119 -0.0166 -0.0170
H -1.73968 -2.67688 -2.94023 0.0396 0.0328 0.0005
H -1.35000 -0.62902 -5.19157 -0.0260 0.0005 0.0074
H -0.91614 -2.33122 -5.23592 -0.0333 -0.0196 0.0208
H 0.34320 -0.21221 -3.41892 0.0178 0.0404 0.0652
H 1.05382 -0.81838 -4.88661 -0.0506 -0.0148 -0.0391
H 1.90267 -3.05128 -5.06686 0.0183 -0.0214 -0.0041
H 3.11962 -4.84776 -3.84587 0.0062 0.0032 0.0080
H 2.92079 -4.90845 -1.33635 0.0136 0.0053 -0.0075
H 1.47741 -3.25825 -0.23517 -0.0299 0.0436 0.1160
C -4.00797 -1.61433 -0.17187 0.1792 0.0237 0.0557
C -5.52663 -1.35030 -0.05419 -0.1099 0.0732 0.0122
N -5.79137 -0.23382 0.84919 0.1450 -0.0450 0.0283
C -5.20712 -0.55061 2.14844 -0.1292 0.0177 -0.0365
C -3.67185 -0.72246 2.03895 0.2158 0.0641 -0.0619
N -3.24489 -0.58948 0.61713 -0.3004 0.0213 -0.1275
C -3.63986 0.76253 0.14291 0.1440 -0.0312 -0.0703
C -5.16531 0.96960 0.32035 -0.1136 -0.0055 0.0332
H -3.66961 -1.54476 -1.19975 0.0494 -0.0408 -0.0514
H -3.72928 -2.58928 0.21949 -0.0842 0.0444 -0.0304
H -6.04196 -2.23001 0.33044 0.0183 -0.0162 -0.0195
H -5.95659 -1.11621 -1.02883 0.0042 0.0075 0.0061
H -5.67282 -1.46385 2.51828 0.0185 -0.0072 -0.0016
H -5.45294 0.24989 2.84768 0.0056 -0.0020 -0.0034
H -3.34579 -1.70018 2.39106 -0.0051 -0.0175 0.0352
H -3.16159 0.05211 2.60854 0.0543 -0.0146 0.0181
H -3.33779 0.84627 -0.90429 -0.0052 0.0132 0.0175
H -3.06856 1.48728 0.72718 -0.0377 0.0028 0.0025
H -5.63338 1.21564 -0.63331 0.0128 -0.0031 -0.0007
H -5.36592 1.79171 1.00948 0.0088 0.0073 -0.0100
C 0.86399 2.10558 1.26908 -0.0631 -0.1202 -0.0212
P 0.27663 1.30249 -0.29011 -0.0759 -0.0115 -0.1503
C 1.83242 1.19625 -1.21947 -0.0180 -0.0917 0.0242
C 2.09861 1.83241 -2.42610 -0.0282 0.0549 -0.0739
C 3.31630 1.63102 -3.06116 0.0051 0.0071 0.0272
C 4.27748 0.81031 -2.49039 0.0164 -0.0013 0.0096
C 4.02375 0.18488 -1.27596 -0.0089 0.0013 -0.0233
C 2.80228 0.36847 -0.65090 -0.0160 -0.0940 -0.0496
C -0.80144 2.56197 -1.03768 -0.0001 0.0416 0.1048
C -1.48933 3.45541 -0.20922 -0.0186 0.0076 -0.0048
C -2.36649 4.39021 -0.74251 0.0348 -0.0273 0.0061
C -2.58408 4.42961 -2.11183 -0.0005 0.0035 -0.0010
C -1.94502 3.51423 -2.93746 -0.0005 0.0085 0.0009
C -1.06735 2.58096 -2.40632 -0.0009 -0.0630 -0.0593
P 1.31478 3.86083 1.17010 -0.0853 0.0175 -0.0013
C 1.99267 4.41953 2.68491 0.0914 -0.0222 0.0309
C 2.66196 5.65661 2.69671 0.0096 0.0529 -0.0078
C 3.16984 6.14918 3.88184 -0.0057 -0.0145 0.0017
C 3.00757 5.42664 5.05932 0.0078 0.0037 0.0134
C 2.33465 4.20729 5.05921 -0.0066 -0.0015 -0.0216
C 1.81863 3.70492 3.88257 -0.0171 -0.0183 0.0259
C 2.28714 4.36241 -0.22898 0.0226 0.0168 0.0060
C 1.67536 5.03725 -1.28492 0.0221 -0.0015 -0.0518
C 2.45000 5.46707 -2.35211 -0.0282 -0.0122 0.0311
C 3.81521 5.21929 -2.35913 0.0160 0.0041 -0.0175
C 4.42240 4.54541 -1.30447 -0.0083 -0.0179 -0.0082
C 3.66523 4.12028 -0.22834 0.0160 0.0334 -0.0271
H 1.73724 1.53681 1.60259 -0.0189 -0.0166 0.0161
H 0.10138 1.99799 2.03968 -0.0300 0.0099 -0.0318
H 1.37358 2.49377 -2.88050 0.0584 -0.0120 0.0437
H 3.51211 2.12311 -4.00497 0.0042 -0.0006 0.0014
H 5.22351 0.65387 -2.99182 -0.0027 0.0001 0.0020
H 4.76589 -0.46263 -0.82813 -0.0012 0.0028 -0.0082
H 2.59648 -0.16392 0.27228 -0.0160 -0.0401 0.0089
H -1.39682 3.40324 0.86953 0.0444 0.0096 0.0109
H -2.88747 5.07347 -0.08500 -0.0037 0.0029 -0.0066
H -3.26597 5.15646 -2.53224 -0.0025 -0.0033 -0.0013
H -2.13565 3.51944 -4.00228 -0.0012 0.0001 -0.0008
H -0.60830 1.86075 -3.07031 -0.0357 -0.0396 0.0328
H 2.78499 6.21783 1.77881 -0.0058 -0.0063 0.0024
H 3.69080 7.09635 3.89408 0.0010 0.0000 -0.0074
H 3.40686 5.81564 5.98642 -0.0012 0.0047 -0.0022
H 2.22008 3.65391 5.98094 -0.0047 -0.0060 -0.0031
H 1.30259 2.75340 3.88982 0.0047 -0.0039 -0.0029
H 0.60918 5.22917 -1.26999 -0.0038 -0.0050 -0.0016
H 1.98923 6.00420 -3.17006 0.0009 -0.0024 -0.0009
H 4.41780 5.56204 -3.19016 -0.0037 0.0005 0.0007
H 5.48800 4.36070 -1.31900 -0.0005 -0.0016 0.0014
H 4.13870 3.61019 0.60187 -0.0094 -0.0020 -0.0005
```
Positions in Å, forces in eV/Å.

As for the electronic energy: -100669.02543 eV. As for the multiplicity: 5. The calculation puts the energy above the lowest of the compared OMol25 structures with the same formula, charge and spin at 0.0186 eV. Its net charge is +2. For the gap between HOMO and LUMO (spin up / spin down), the calculation gives 7.09 / 3.91 eV.

# 2
# C49H55CrN2O2P2S3Sb

C49H55CrN2O2P2S3Sb as an isolated structure (ωB97M-V with the def2-TZVPD basis set, the OMol25 dataset).

```
115
Properties=species:S:1:pos:R:3:forces:R:3
Cr 0.31042 0.89288 -0.34753 0.2811 -0.1512 0.3145
C 2.18438 -1.63530 -2.85879 -0.0631 -0.0868 -0.0059
C 3.14434 -0.54481 -2.38959 -0.2655 -0.0475 -0.0273
C 4.27879 -0.34017 -3.39312 -0.0132 0.0424 0.0805
P 2.19462 0.98674 -1.92426 0.8339 0.0349 -0.3717
C 2.36231 2.06500 -3.43198 -0.3909 0.0416 0.1696
C 1.96252 3.51335 -3.18260 0.0903 -0.0448 -0.0127
C 1.59495 1.50283 -4.62872 0.0655 -0.1024 0.0411
C 3.22610 1.79944 -0.65537 -0.3928 0.1420 0.1278
C 4.57355 1.61600 -0.38073 0.1116 -0.0206 0.0040
C 5.15174 2.25924 0.70440 0.0787 -0.0272 -0.0307
C 4.38361 3.07543 1.52306 -0.0818 0.0323 -0.0164
C 3.03332 3.25940 1.26741 -0.0731 -0.0603 -0.0142
C 2.44834 2.62292 0.17639 0.3390 0.0437 -0.2423
N 1.07859 2.70438 -0.14492 -0.0699 -0.3970 0.4117
C 0.48133 3.93048 -0.39212 -0.2664 0.3800 -0.3181
C 1.15001 5.16568 -0.37495 0.0625 -0.1921 0.0786
C 0.48746 6.32812 -0.72217 -0.0439 0.0125 0.0132
C -0.85649 6.31734 -1.07383 -0.1282 0.0404 -0.0453
C -1.53782 5.11302 -1.07458 0.0471 -0.0063 0.0453
C -0.87801 3.93039 -0.76265 0.2287 -0.1828 0.0723
P -1.63502 2.31164 -0.51964 -0.7546 0.8747 -0.1642
C -2.78887 1.91649 -1.90918 0.3054 -0.0397 -0.0136
C -4.03448 2.78478 -2.05421 0.0633 -0.0349 0.0783
C -1.95235 1.90867 -3.19546 -0.1088 -0.0184 0.1696
C -2.65639 2.75350 0.98242 0.1846 -0.3412 0.1012
C -3.69978 1.73648 1.44178 -0.0001 0.0351 -0.1623
C -1.69996 3.08915 2.13207 -0.1390 0.0788 -0.0744
H 2.70742 -2.58786 -2.95922 0.0393 0.0131 -0.0375
H 1.73786 -1.40483 -3.82769 0.0359 -0.0280 0.0124
H 1.37500 -1.78421 -2.14856 -0.0165 -0.0192 0.0421
H 3.57776 -0.85913 -1.43820 -0.0214 -0.0167 0.0362
H 3.90483 -0.07571 -4.38236 0.0383 -0.0019 0.0078
H 4.82211 -1.28149 -3.49091 0.0010 -0.0006 -0.0125
H 4.99153 0.42024 -3.07463 0.0166 0.0282 -0.0677
H 3.43604 2.03349 -3.63173 -0.0018 -0.0360 -0.0021
H 0.89800 3.60077 -2.96086 0.0022 0.0257 -0.0010
H 2.16893 4.10084 -4.07947 -0.0094 -0.0055 -0.0080
H 2.52651 3.95140 -2.36123 -0.0195 0.0344 0.0136
H 0.52202 1.65625 -4.50331 0.0433 -0.0109 -0.0308
H 1.76960 0.43867 -4.78500 -0.0136 0.0606 -0.0475
H 1.90458 2.03016 -5.53214 -0.0351 0.0040 -0.0148
H 5.19279 0.98255 -1.00178 -0.0579 -0.0629 -0.0049
H 6.20303 2.11515 0.91416 -0.0036 0.0108 -0.0011
H 4.83598 3.57030 2.37264 0.0132 -0.0210 0.0020
H 2.42246 3.87671 1.91455 0.0207 0.0047 0.0053
H 2.19694 5.20987 -0.11138 0.0165 0.0158 -0.0092
H 1.03042 7.26463 -0.71998 0.0195 -0.0114 0.0184
H -1.37193 7.23117 -1.33562 0.0457 0.0156 0.0067
H -2.59368 5.09487 -1.30924 0.0094 0.0369 -0.0127
H -3.09981 0.88912 -1.69777 -0.0008 -0.0390 0.0426
H -3.77458 3.79487 -2.36677 -0.0401 0.0077 -0.0148
H -4.61366 2.83884 -1.13189 -0.0162 0.0313 -0.0354
H -4.67221 2.35787 -2.83013 -0.0319 0.0174 0.0117
H -1.69439 2.92984 -3.48268 0.0639 -0.0147 -0.0170
H -2.50901 1.45196 -4.01453 0.0066 -0.0074 -0.0033
H -1.02458 1.34599 -3.05246 -0.0513 -0.0196 -0.0815
H -3.16920 3.66807 0.67054 0.0283 0.0097 -0.0639
H -3.23062 0.89782 1.94944 -0.0210 -0.0576 0.0245
H -4.29295 1.34977 0.61060 -0.0228 -0.0198 0.0514
H -4.37986 2.21531 2.14853 -0.0029 0.0321 -0.0215
H -1.07079 2.22912 2.36793 0.0422 -0.0471 0.0975
H -2.27702 3.33852 3.02440 0.0158 -0.0192 0.0096
H -1.06133 3.93901 1.89526 0.0468 -0.0153 0.0079
S 1.77564 -0.70821 0.60036 -0.0555 -0.2890 0.0524
Sb 0.58234 -2.27245 1.92673 0.0980 0.4167 0.7549
C 2.28903 -3.38607 2.53789 -0.3154 0.1424 0.0051
C 3.36614 -3.58125 1.68326 -0.0173 -0.0019 -0.0196
C 4.46749 -4.29992 2.12676 0.0298 -0.0306 -0.0016
C 4.48944 -4.81813 3.41394 0.0061 0.0056 -0.0114
C 3.41045 -4.62340 4.26528 -0.0392 -0.0122 0.0555
C 2.30584 -3.90865 3.82742 -0.0076 0.0518 -0.0371
C -0.91072 -3.82834 1.90442 0.4555 0.4163 -0.3400
C -2.27385 -3.58160 1.84362 -0.1196 -0.0119 0.0233
C -3.15554 -4.65271 1.84885 -0.0298 0.0908 0.0375
C -2.67687 -5.95364 1.92158 0.0558 -0.0427 -0.0051
C -1.31368 -6.18708 2.00418 -0.0095 -0.0476 0.0281
C -0.42242 -5.12346 1.98946 0.0787 0.0313 -0.0681
C 0.01214 -1.05261 3.59190 0.0770 -0.2967 -0.3410
C 0.67573 0.15001 3.80855 0.0585 -0.0234 0.0233
C 0.27170 0.98518 4.84110 -0.0026 0.0141 -0.0549
C -0.80871 0.63287 5.63783 0.0125 0.0076 0.0350
C -1.47123 -0.56554 5.41767 -0.0646 -0.0688 0.0342
C -1.05850 -1.41627 4.40067 0.0159 -0.0479 -0.0390
H 3.34970 -3.17506 0.67921 0.0223 0.0097 0.0078
H 5.31128 -4.45571 1.46736 -0.0099 -0.0020 -0.0078
H 5.35114 -5.37599 3.75600 0.0008 0.0027 -0.0025
H 3.42717 -5.02517 5.26995 0.0159 -0.0037 -0.0064
H 1.45936 -3.75067 4.48757 0.0472 -0.0391 0.0580
H -2.66405 -2.57294 1.80328 0.0271 0.0191 -0.0151
H -4.22007 -4.46055 1.80294 0.0005 -0.0333 -0.0109
H -3.36556 -6.78800 1.91303 -0.0151 0.0170 0.0150
H -0.93351 -7.19757 2.07348 -0.0173 -0.0022 -0.0370
H 0.64341 -5.30711 2.03425 -0.0294 -0.0623 -0.0191
H 1.50918 0.43145 3.17677 0.0188 0.0395 -0.0113
H 0.79924 1.91482 5.01457 -0.0136 -0.0079 0.0137
H -1.12944 1.28765 6.43788 0.0013 0.0013 -0.0143
H -2.31347 -0.84620 6.03727 0.0232 0.0158 0.0202
H -1.57547 -2.35602 4.24236 -0.0128 0.0288 0.0072
O -0.98623 -5.04505 -1.50889 -0.0263 0.0293 0.0937
S -1.12024 -3.77435 -2.14878 -0.2100 -0.0625 -0.0467
O -0.50903 -3.55787 -3.42195 0.0116 0.1528 -0.0038
N -0.61031 -2.58424 -1.07183 -0.2504 0.2276 -0.0080
C -1.60024 -1.84230 -0.70827 0.4074 -0.3986 -0.0998
S -1.48815 -0.57901 0.48889 -0.2083 -0.0607 -0.1514
C -2.92009 -2.18305 -1.27789 -0.4400 -0.1645 -0.0508
C -4.15437 -1.61427 -1.00180 0.0938 -0.0019 -0.0706
C -5.26921 -2.11173 -1.66352 -0.0684 -0.0079 0.0100
C -5.15299 -3.15318 -2.57779 0.0145 0.0208 0.0047
C -3.92062 -3.74872 -2.82704 0.0830 -0.1605 -0.1044
C -2.82684 -3.25404 -2.15445 0.2726 0.2415 0.1852
H -4.24206 -0.80994 -0.28297 0.0227 0.0183 -0.0032
H -6.24347 -1.68684 -1.46024 0.0031 0.0065 -0.0298
H -6.03232 -3.50789 -3.09834 -0.0004 -0.0291 0.0228
H -3.82254 -4.57227 -3.52212 -0.0304 0.0026 0.0126
```
Positions in Å, forces in eV/Å.

As for the electronic energy: -144819.33099 eV. As for the multiplicity: 4. The calculation puts the energy above the lowest of the compared OMol25 structures with the same formula, charge and spin at 0.0862 eV. Its net charge is +1. For the gap between HOMO and LUMO (spin up / spin down), the calculation gives 6.07 / 6.82 eV.